C3H11N3 | wB97M-V/def2-TZVPD

```
! RIJCOSX wB97M-V def2-TZVPD def2/J DEFGRID3
* xyz 0 1
N 0.220 -1.604 0.254
N -1.280 -3.257 -0.309
N 0.207 1.679 -0.163
C 1.521 1.779 -0.856
C 0.159 2.593 1.020
C -1.083 -2.030 -0.011
H 0.108 -0.664 0.644
H -1.865 -1.316 -0.269
H 1.733 0.816 -1.311
H 0.721 -2.136 0.956
H 0.281 3.643 0.725
H 1.006 2.279 1.631
H -0.800 2.445 1.504
H -0.405 2.087 -0.862
H 2.274 2.073 -0.130
H -2.130 -3.424 -0.838
H 1.520 2.471 -1.706
*
```

Computed properties:
- energy relative to the best compared isomer or geometry (same formula, charge and spin) (kcal/mol) = 35.4
- electronic energy (Ha) = -285.12149
- strongest force on any atom (eV/Å) = 3.1
- highest occupied orbital energy (eV) = -9.24